1.
DFT (wB97M-V/def2-TZVPD) results for one molecule with the formula C7H4O.

E_LUMO, eV: -0.947
Structure (SMILES): C#C/C=C\C(=O)C#C
Energy above the lowest of the compared OMol25 structures with the same formula, charge and spin, eV: 1.464
DFT total energy, Eh: -344.1737
Net charge: 0
Kohn-Sham gap, eV: 8.863

The geometry in XYZ format:
```
12
Properties=species:S:1:pos:R:3:nbo_charge:R:1
C 2.755 0.239 0.002 -0.2082
C 1.798 -0.504 -0.100 -0.0449
C 0.746 -1.489 -0.084 -0.1812
C -0.584 -1.202 0.104 -0.2499
C -1.469 -0.039 0.079 0.4513
O -2.659 -0.062 -0.101 -0.4639
C -0.635 1.156 0.075 -0.1243
C 0.135 2.136 0.014 -0.1382
H 3.723 0.685 0.268 0.2519
H 1.027 -2.488 0.045 0.2307
H -0.984 -2.216 0.200 0.2237
H 1.020 2.732 -0.243 0.2529
```

---

2.
DFT (wB97M-V/def2-TZVPD) results for C13H32FeO7 as an isolated structure.

E_LUMO (spin up / spin down), eV: 2.760 / 2.681
2S+1: 6
DFT total energy, Eh: -2304.8080
⟨S²⟩: 8.7574
Net charge: -1
Kohn-Sham gap (spin up / spin down), eV: 2.568 / 6.365

The geometry in XYZ format:
```
53
Properties=species:S:1:pos:R:3:nbo_charge:R:1
Fe -0.417 0.256 0.288 1.4857
C -2.266 -0.332 1.899 0.8958
O -2.344 0.564 1.073 -0.9230
O -1.226 -0.980 1.858 -0.9123
O -2.855 -0.096 2.910 -0.7870
C -0.477 3.834 -1.699 -0.7150
C -1.145 2.581 -1.262 0.0427
C -2.354 2.192 -2.065 -0.6340
O -0.339 1.455 -1.448 -0.9912
H -0.231 3.857 -2.760 0.2095
H 0.424 3.989 -1.105 0.2158
H -1.088 4.726 -1.559 0.2047
H -1.432 2.641 -0.212 0.2070
H -3.104 2.981 -2.125 0.1925
H -2.843 1.335 -1.602 0.2262
H -2.220 1.976 -3.125 0.2069
H 0.026 1.495 -2.335 0.4196
C 2.477 1.742 2.949 -0.6280
C 1.282 0.829 2.876 0.0925
C 0.692 0.618 4.242 -0.6484
O 0.401 1.487 1.933 -0.7536
H 3.167 1.438 3.736 0.2006
H 2.176 2.772 3.143 0.1946
H 2.976 1.643 1.986 0.2123
H 1.690 -0.134 2.567 0.1792
H 0.004 -0.222 4.345 0.2639
H 0.324 1.487 4.787 0.2049
H 1.442 0.306 4.969 0.2003
H 0.132 2.292 2.382 0.4926
C -2.147 -3.167 -0.264 -0.6586
C -1.575 -2.356 -1.487 0.1103
C -2.475 -2.574 -2.691 -0.6400
O -1.560 -1.100 -1.162 -0.7262
H -3.114 -2.865 0.138 0.2117
H -1.480 -3.106 0.596 0.2477
H -2.117 -4.222 -0.538 0.1833
H -0.570 -2.732 -1.680 0.1670
H -2.027 -2.052 -3.536 0.2096
H -3.441 -2.114 -2.485 0.1920
H -2.556 -3.649 -2.850 0.2034
H -2.495 -0.950 -1.001 0.4910
C 3.637 -0.778 -0.158 -0.6794
C 2.327 -0.913 -0.941 -0.0676
C 2.359 -2.162 -1.855 -0.6953
O 1.292 -0.857 0.060 -0.7860
H 3.867 0.156 0.354 0.2167
H 4.539 -1.119 -0.665 0.2202
H 3.584 -1.471 0.682 0.1743
H 2.225 -0.097 -1.656 0.1565
H 2.649 -3.050 -1.293 0.1902
H 3.118 -1.944 -2.607 0.2136
H 1.410 -2.247 -2.385 0.2162
H 1.679 -1.364 0.777 0.4951
```

---

3.
DFT (wB97M-V/def2-TZVPD) results for a 2-piece molecular cluster, C3H7O3PS overall.

E_LUMO, eV: 0.296
Energy above the lowest of the compared OMol25 structures with the same formula, charge and spin, eV: 4.048
DFT total energy, Eh: -1083.6963
Net charge: 0
Kohn-Sham gap, eV: 11.184

The geometry in XYZ format:
```
15
Properties=species:S:1:pos:R:3:nbo_charge:R:1
C -2.005 -3.333 0.521 -0.2558
C -1.453 1.085 -0.511 -0.2757
C 2.158 0.914 0.307 -0.2704
O 0.155 -1.152 -0.946 -1.0775
O -0.946 0.530 0.684 -0.7924
O 1.547 -0.082 1.074 -0.7750
P 0.157 -0.611 0.428 2.1942
S -1.934 -3.246 -0.957 0.2566
H 0.064 -1.149 1.536 -0.1389
H -1.041 0.548 -1.300 0.2054
H -1.168 2.111 -0.646 0.1875
H -2.530 0.760 -0.520 0.1926
H 2.630 0.510 -0.549 0.1872
H 2.832 1.441 0.917 0.1936
H 1.533 1.674 -0.037 0.1684
```

---

4.
DFT (wB97M-V/def2-TZVPD) results for a 9-piece molecular cluster, C65H72F10N9O3 overall.

E_LUMO, eV: -3.667
DFT total energy, Eh: -4236.9809
Net charge: +1
Kohn-Sham gap, eV: 7.044

The geometry in XYZ format:
```
159
Properties=species:S:1:pos:R:3:lowdin_charge:R:1
C -2.359 1.966 5.496 0.0339
C -2.183 0.895 4.715 -0.1460
C -0.936 0.655 3.894 -0.1119
C -0.187 1.871 3.450 -0.0521
C -0.787 2.902 2.737 0.0244
C -2.265 2.828 2.435 -0.5044
O -3.049 3.589 2.907 0.1701
O -2.626 1.861 1.569 0.1175
C -0.035 3.993 2.262 -0.0839
C -0.594 5.175 1.505 -0.0763
C -1.446 4.827 0.264 -0.0448
C -2.620 5.777 0.120 -0.4402
F -3.566 5.524 1.054 0.1307
F -2.203 7.056 0.323 0.1314
C -3.312 5.765 -1.267 -0.3462
F -2.456 6.237 -2.194 0.1581
F -4.346 6.624 -1.188 0.1605
C -3.885 4.369 -1.710 -0.3330
F -3.989 3.528 -0.669 0.1612
F -5.125 4.562 -2.203 0.1488
C -3.081 3.690 -2.853 -0.5446
F -3.228 4.348 -3.993 0.2038
F -1.779 3.620 -2.533 0.1660
F -3.531 2.445 -3.009 0.1905
C 1.313 3.984 2.531 0.0504
N 1.910 2.979 3.208 0.0461
C 3.390 2.993 3.397 -0.0672
C 4.018 2.207 2.230 -0.1525
C 4.234 0.728 2.551 -0.2135
C 4.907 -0.033 1.408 -0.2067
C 5.154 -1.484 1.809 -0.2147
C 5.429 -2.386 0.613 -0.2161
C 5.821 -3.805 1.000 -0.2176
C 5.894 -4.727 -0.218 -0.1731
C 4.500 -5.132 -0.720 -0.2294
O 4.030 -4.316 -1.781 -0.2197
C 4.365 -4.819 -3.058 -0.1091
C 1.175 1.968 3.671 -0.1814
F 1.808 1.036 4.345 0.1632
H -1.529 2.496 5.957 0.0761
H -3.355 2.361 5.655 0.0496
H -2.945 0.124 4.691 0.0854
H -0.282 0.001 4.481 0.1276
H -1.180 0.079 2.999 0.1006
H -1.856 1.377 1.210 0.0899
H 0.231 5.810 1.188 0.1254
H -1.182 5.767 2.211 0.1432
H -1.791 3.799 0.248 0.1096
H -0.824 4.987 -0.618 0.1346
H 1.976 4.765 2.190 0.1538
H 3.639 2.581 4.373 0.1047
H 3.703 4.034 3.355 0.1290
H 3.318 2.277 1.391 0.1151
H 4.946 2.682 1.909 0.1233
H 4.803 0.644 3.480 0.1067
H 3.260 0.251 2.672 0.1029
H 5.817 0.458 1.060 0.1227
H 4.172 -0.049 0.595 0.0908
H 6.004 -1.524 2.498 0.1210
H 4.282 -1.884 2.335 0.1179
H 4.541 -2.429 -0.025 0.0984
H 6.242 -1.967 0.011 0.1256
H 6.774 -3.818 1.536 0.1139
H 5.084 -4.235 1.690 0.1117
H 6.438 -4.251 -1.037 0.1153
H 6.441 -5.632 0.056 0.1116
H 4.514 -6.177 -1.045 0.1155
H 3.777 -5.059 0.097 0.1168
H 4.073 -5.866 -3.174 0.0871
H 5.435 -4.698 -3.263 0.0892
H 3.833 -4.235 -3.807 0.0674
N -4.888 -0.530 3.272 0.0526
C -5.224 0.497 2.490 -0.1481
C -6.132 0.400 1.447 -0.0570
C -6.726 -0.826 1.199 -0.0717
C -6.388 -1.904 2.002 -0.0712
C -5.470 -1.704 3.020 -0.1542
H -4.747 1.441 2.715 0.0852
H -6.368 1.269 0.846 0.1031
H -7.441 -0.941 0.394 0.1084
H -6.828 -2.879 1.846 0.1028
H -5.184 -2.522 3.673 0.1028
N -4.673 3.922 7.408 0.0481
C -5.872 3.966 6.828 -0.1552
C -6.956 4.649 7.356 -0.0696
C -6.790 5.323 8.555 -0.0757
C -5.550 5.286 9.172 -0.0713
C -4.529 4.576 8.559 -0.1557
H -5.964 3.423 5.892 0.1003
H -7.906 4.650 6.840 0.1021
H -7.612 5.867 9.001 0.1075
H -5.375 5.797 10.109 0.1023
H -3.545 4.526 9.011 0.1016
N 2.667 -4.823 -6.202 0.0590
C 3.241 -5.912 -6.711 -0.1546
C 3.132 -6.288 -8.040 -0.0813
C 2.388 -5.490 -8.893 -0.0783
C 1.786 -4.352 -8.382 -0.0879
C 1.955 -4.066 -7.035 -0.1743
H 3.812 -6.515 -6.013 0.1046
H 3.618 -7.187 -8.396 0.1106
H 2.277 -5.751 -9.938 0.1131
H 1.198 -3.698 -9.011 0.1076
H 1.502 -3.181 -6.598 0.1046
N -0.507 -0.269 0.546 0.0389
C -0.746 -1.571 0.713 -0.1349
C 0.140 -2.566 0.327 -0.0411
C 1.336 -2.198 -0.269 -0.0420
C 1.598 -0.849 -0.450 -0.0619
C 0.651 0.069 -0.027 -0.1490
H -1.696 -1.822 1.174 0.1139
H -0.108 -3.606 0.486 0.1118
H 2.051 -2.945 -0.594 0.0996
H 2.515 -0.516 -0.918 0.1029
H 0.821 1.134 -0.159 0.1009
N 0.548 -9.288 -7.056 0.0569
C 0.214 -8.110 -7.581 -0.1537
C -0.878 -7.922 -8.415 -0.0695
C -1.667 -9.018 -8.726 -0.0812
C -1.332 -10.250 -8.190 -0.0740
C -0.221 -10.331 -7.363 -0.1567
H 0.853 -7.281 -7.312 0.0770
H -1.100 -6.940 -8.811 0.0996
H -2.527 -8.913 -9.375 0.1051
H -1.918 -11.133 -8.405 0.1010
H 0.072 -11.278 -6.923 0.1024
N 4.618 -1.745 -9.972 0.0590
C 5.121 -0.618 -10.471 -0.1539
C 5.274 0.548 -9.736 -0.0744
C 4.879 0.545 -8.408 -0.0854
C 4.352 -0.619 -7.873 -0.0729
C 4.245 -1.732 -8.694 -0.1510
H 5.416 -0.656 -11.514 0.1038
H 5.692 1.433 -10.195 0.1008
H 4.982 1.435 -7.801 0.1026
H 4.030 -0.668 -6.841 0.0980
H 3.845 -2.663 -8.314 0.0777
N -10.052 4.526 0.825 0.0550
C -9.784 4.442 -0.476 -0.1539
C -8.532 4.690 -1.021 -0.0678
C -7.503 5.049 -0.166 -0.0797
C -7.766 5.144 1.191 -0.0681
C -9.052 4.872 1.633 -0.1569
H -10.617 4.161 -1.111 0.1035
H -8.372 4.604 -2.087 0.1015
H -6.516 5.255 -0.546 0.0728
H -6.991 5.422 1.894 0.1001
H -9.299 4.932 2.687 0.1011
N 4.812 1.225 6.147 0.0390
C 4.086 0.333 6.819 -0.1515
C 4.582 -0.424 7.869 -0.0603
C 5.901 -0.237 8.248 -0.0648
C 6.667 0.694 7.564 -0.0613
C 6.079 1.396 6.525 -0.1475
H 3.061 0.216 6.486 0.0928
H 3.948 -1.137 8.378 0.1066
H 6.325 -0.807 9.064 0.1116
H 7.700 0.870 7.828 0.1069
H 6.647 2.129 5.963 0.1052
```

---

5.
DFT (wB97M-V/def2-TZVPD) results for one molecule with the formula C6H9N.

E_LUMO, eV: 0.785
Structure (SMILES): [H]/N=C(\C)C=C=CC
Energy above the lowest of the compared OMol25 structures with the same formula, charge and spin, eV: 2.338
DFT total energy, Eh: -288.6961
Net charge: 0
Kohn-Sham gap, eV: 9.549

The geometry in XYZ format:
```
16
Properties=species:S:1:pos:R:3:nbo_charge:R:1
H -1.085 0.415 -2.449 0.3272
N -0.662 0.445 -1.522 -0.6296
C -1.113 -0.506 -0.800 0.2865
C -2.054 -1.585 -1.264 -0.6791
C -0.533 -0.703 0.545 -0.4021
C 0.340 0.165 0.988 0.2102
C 1.098 1.096 1.480 -0.2835
C 2.463 1.518 1.013 -0.6260
H -1.464 -2.462 -1.557 0.2317
H -2.735 -1.896 -0.466 0.2216
H -2.630 -1.247 -2.127 0.2199
H -0.727 -1.618 1.102 0.2270
H 0.657 1.476 2.392 0.2313
H 2.421 2.455 0.440 0.2273
H 3.123 1.689 1.867 0.2150
H 2.899 0.759 0.359 0.2224
```

---

6.
DFT (wB97M-V/def2-TZVPD) results for C4H8N2S as an isolated structure.

E_LUMO, eV: 0.518
Energy above the lowest of the compared OMol25 structures with the same formula, charge and spin, eV: 5.652
DFT total energy, Eh: -664.7251
Net charge: 0
Kohn-Sham gap, eV: 8.298

The geometry in XYZ format:
```
15
Properties=species:S:1:pos:R:3:nbo_charge:R:1
C -0.620 -1.283 -0.617 -0.0400
C 0.227 -2.201 -1.438 -0.6606
C 0.307 2.181 1.170 -0.6191
C 0.551 0.745 0.740 -0.4804
N -1.781 -1.224 -0.029 -0.1877
N -1.952 0.111 0.074 -0.5869
S -0.517 0.534 -0.748 0.8008
H 0.331 -1.950 -2.589 0.2188
H 0.021 -3.220 -1.248 0.2410
H 1.165 -2.176 -1.017 0.2167
H 0.532 2.961 0.496 0.2115
H -0.843 2.228 1.389 0.2225
H 0.788 2.424 1.998 0.2114
H 0.237 0.112 1.449 0.2352
H 1.554 0.758 0.369 0.2167
```